C7H10S in the gas phase at a distorted geometry, computed with ωB97M-V/def2-TZVPD.

As for the relative energy (zero: lowest compared OMol25 entry of this formula, charge and spin): 37.8 kcal/mol. The value obtained for the HOMO energy is -0.314 hartree. As for the structure (SMILES): C=C/C=C\C(=S)CC. Its total energy is -670.843341 hartree. The orbital gap comes out at 8.35 eV.

```
! wB97M-V def2-TZVPD RIJCOSX def2/J DEFGRID3
* xyz 0 1
C -3.04 -0.31 -0.73
C -1.75 -0.53 -0.51
C -1.26 -0.74 0.87
C 0.04 -0.87 1.20
C 1.18 -0.85 0.27
S 1.57 -2.09 -0.67
C 2.05 0.40 0.35
C 1.60 1.47 -0.64
H -3.76 -0.20 0.10
H -3.49 -0.17 -1.69
H -0.99 -0.44 -1.25
H -2.02 -0.77 1.64
H 0.27 -1.00 2.30
H 3.04 0.08 0.08
H 2.04 0.77 1.37
H 2.10 2.45 -0.41
H 0.54 1.62 -0.59
H 1.89 1.18 -1.67
*
```